Entry from the OMol25 dataset: a structure of composition C6H10N4O2 (ωB97M-V/def2-TZVPD).

Structure (ORCA input):
```
! RIJCOSX wB97M-V def2-TZVPD def2/J DEFGRID3
* xyz 0 1
O 2.50 0.11 -0.36
O 1.55 1.82 1.31
N -0.97 -1.46 1.54
N -0.24 -0.63 -0.69
N -1.49 -2.03 0.58
N 0.22 0.13 0.41
C 3.63 1.05 -0.43
C -1.35 -1.39 -0.74
C 1.45 0.75 0.52
C -1.80 -1.70 -2.12
C -1.97 0.87 1.25
C -0.83 0.05 1.48
H -0.28 0.28 2.34
H -1.59 -0.59 -2.87
H -2.88 -1.71 -1.61
H 4.48 0.99 0.34
H -2.85 0.81 0.44
H 4.20 0.57 -1.35
H 3.17 2.03 -0.79
H -2.54 1.00 2.27
H -1.09 -2.66 -2.54
H -1.31 1.71 0.99
*
```

Results
Energy relative to the best compared isomer or geometry (same formula, charge and spin), kJ/mol: 791.9
LUMO, Ha: -0.0199